Below is 20 unconnected molecules or ions with the total composition C60H160O20 in a non-equilibrium geometry, with properties calculated with ωB97M-V with the def2-TZVPD basis set.

Computed properties:
- HOMO-LUMO gap (eV) = 9.1
- HOMO level (eV) = -9.110
- energy above the lowest of the compared OMol25 structures with the same formula, charge and spin (kcal per mole) = 178.56
- LUMO (eV) = 0.0
- total energy (eV) = -105757.6794

Structure (XYZ):
```
240
Properties=species:S:1:pos:R:3:forces:R:3
C 5.228 -0.900 -0.763 -1.404 0.511 0.319
C 5.448 0.236 -1.781 -0.688 0.123 0.203
C 4.913 1.637 -1.338 0.601 -1.452 1.088
O 6.805 0.390 -2.028 1.723 0.636 -0.096
H 5.106 -1.902 -1.175 0.653 0.062 -0.392
H 4.253 -0.769 -0.294 -0.316 0.229 0.120
H 5.915 -0.895 0.083 0.379 0.069 -0.296
H 5.001 -0.027 -2.739 -0.590 -0.080 0.041
H 5.299 2.456 -1.945 -0.543 -0.238 -0.351
H 5.290 1.827 -0.333 0.429 -0.004 0.201
H 3.842 1.578 -1.142 -0.179 0.322 -0.816
H 7.237 -0.457 -2.157 -0.133 -0.098 -0.027
C -8.484 0.485 -0.334 -0.244 2.115 -0.537
C -7.285 1.428 0.104 -1.927 0.348 0.538
C -7.583 2.548 1.182 -0.581 -0.891 -2.193
O -6.369 0.565 0.672 1.937 -0.932 0.367
H -8.338 0.132 -1.355 0.360 -0.371 0.173
H -9.397 1.075 -0.424 -0.200 0.143 0.131
H -8.721 -0.336 0.342 0.452 0.058 0.137
H -6.840 1.909 -0.767 0.070 -0.229 -0.076
H -7.909 3.431 0.633 -0.215 0.162 0.256
H -6.653 2.795 1.694 -0.290 -0.227 0.289
H -8.422 2.162 1.761 0.299 0.359 0.654
H -6.825 0.213 1.440 0.305 -0.365 0.188
C -2.261 3.540 -6.023 -0.483 -0.025 0.551
C -2.377 3.361 -7.526 -0.476 0.283 0.014
C -3.614 4.066 -8.113 0.165 0.719 0.704
O -1.223 3.919 -8.156 -0.486 -0.330 0.011
H -1.331 3.306 -5.505 0.382 -0.279 -0.745
H -2.998 2.908 -5.527 -0.267 0.049 -0.011
H -2.465 4.572 -5.738 -0.155 0.130 -0.148
H -2.527 2.322 -7.818 0.588 -0.427 0.264
H -3.516 4.172 -9.194 -0.139 -0.302 -0.136
H -3.646 5.082 -7.723 -0.007 0.173 0.009
H -4.575 3.616 -7.866 0.145 -0.296 -0.050
H -1.557 3.993 -9.053 0.748 0.280 -0.439
C 0.003 -7.886 3.512 0.840 -0.364 0.675
C 0.528 -7.982 2.125 -1.084 1.752 -2.404
C -0.120 -6.827 1.347 -0.481 -0.519 -0.747
O 1.918 -7.865 1.891 0.131 -0.740 0.934
H -1.080 -7.761 3.531 -0.014 -0.428 -0.096
H 0.400 -6.964 3.937 0.251 -0.142 0.430
H 0.346 -8.792 4.012 -0.271 0.268 0.781
H 0.177 -8.881 1.618 0.202 -0.378 0.238
H 0.025 -5.834 1.772 0.108 -0.145 0.272
H -1.187 -7.021 1.242 -0.133 0.224 0.001
H 0.311 -6.825 0.346 -0.057 0.102 -0.169
H 2.071 -6.924 1.785 0.450 0.438 0.110
C -5.449 -4.631 0.006 -1.193 -0.309 0.378
C -4.624 -5.179 1.149 0.104 -0.072 -0.699
C -5.116 -6.436 1.836 -0.944 -0.065 0.185
O -3.401 -5.466 0.526 1.973 -0.132 0.302
H -6.505 -4.625 0.276 -0.158 0.586 -0.098
H -5.391 -5.316 -0.840 0.059 -0.196 -0.085
H -5.065 -3.673 -0.345 -0.227 0.056 0.236
H -4.403 -4.402 1.881 -0.072 0.056 0.078
H -6.074 -6.337 2.346 -0.107 0.464 0.112
H -4.413 -6.778 2.595 0.195 -0.069 -0.272
H -5.326 -7.215 1.103 0.423 -0.181 -0.124
H -3.569 -5.990 -0.261 -0.045 -0.102 -0.015
C -2.220 2.898 4.740 0.150 0.969 -0.091
C -3.163 1.756 5.071 0.274 0.965 -1.251
C -2.904 0.503 4.258 0.511 0.328 0.390
O -3.097 1.572 6.429 -0.037 -0.733 2.238
H -2.476 3.784 5.322 -0.451 0.052 0.001
H -2.223 3.210 3.695 0.033 -0.192 -0.162
H -1.195 2.740 5.076 0.092 -0.631 -0.245
H -4.188 2.096 4.928 -0.138 0.016 -0.481
H -3.214 0.647 3.223 -0.517 -0.394 0.139
H -3.343 -0.314 4.831 -0.339 -0.314 -0.707
H -1.835 0.305 4.186 0.247 -0.029 0.244
H -2.526 0.842 6.679 0.155 -0.069 -0.116
C -1.783 -4.057 3.783 -1.034 0.361 0.541
C -2.259 -3.921 5.279 1.229 -1.181 -2.599
C -2.366 -5.338 5.778 -0.059 0.518 2.501
O -1.230 -3.253 6.003 -0.805 0.587 0.290
H -2.393 -4.788 3.250 -0.006 -0.254 0.081
H -0.760 -4.431 3.816 0.062 0.144 -0.213
H -1.876 -3.157 3.176 0.377 0.277 0.247
H -3.228 -3.433 5.382 0.317 0.452 0.113
H -3.231 -5.940 5.499 0.401 -0.008 -0.521
H -2.464 -5.161 6.849 -0.514 -0.324 0.474
H -1.387 -5.818 5.803 -0.090 -0.503 -0.949
H -0.494 -3.867 6.067 0.152 -0.036 -0.041
C -3.002 0.004 -2.912 0.634 -0.475 -1.169
C -3.894 0.594 -1.867 0.871 0.706 0.581
C -3.840 2.103 -1.957 1.074 -0.122 1.025
O -5.196 0.230 -2.045 -2.791 -1.326 -1.448
H -2.742 -1.050 -2.806 -0.342 0.004 0.157
H -2.052 0.511 -3.081 0.028 0.206 0.653
H -3.454 0.149 -3.893 -0.492 -0.249 -0.088
H -3.729 0.206 -0.862 1.345 0.399 0.277
H -4.361 2.500 -1.086 -0.307 0.377 -0.336
H -4.200 2.459 -2.922 -0.186 0.000 0.181
H -2.791 2.379 -1.842 0.129 0.487 -0.106
H -5.649 0.225 -1.199 0.000 -0.154 0.176
C -4.805 5.421 -0.304 -0.603 -1.748 -1.616
C -4.285 6.408 0.633 -0.885 2.093 1.470
C -3.512 7.497 -0.052 1.903 0.341 -0.215
O -5.385 7.109 1.264 -1.016 -0.433 -0.138
H -5.565 4.725 0.050 0.111 0.087 0.617
H -3.983 4.811 -0.680 0.159 -0.086 0.103
H -5.252 5.821 -1.214 0.026 0.610 0.084
H -3.789 5.962 1.495 0.744 -0.373 -0.444
H -2.921 8.053 0.675 -0.234 0.299 0.247
H -4.118 8.209 -0.612 -0.360 -0.292 0.193
H -2.732 7.160 -0.735 -0.079 -0.459 -0.220
H -5.076 7.651 1.994 0.248 -0.037 -0.064
C 2.390 6.754 1.885 0.325 -0.028 1.216
C 1.640 6.503 3.180 -0.122 0.363 0.722
C 0.269 5.908 2.898 -0.387 -0.831 0.364
O 2.441 5.675 4.063 -0.063 -0.583 -0.659
H 3.336 7.208 2.182 0.083 0.225 -0.427
H 1.795 7.421 1.262 0.226 -0.165 -0.222
H 2.623 5.793 1.426 -0.201 0.080 -0.318
H 1.591 7.393 3.808 -0.593 0.709 -0.747
H -0.473 6.501 2.363 0.504 0.560 -0.194
H -0.267 5.603 3.797 0.240 -0.044 0.296
H 0.406 5.004 2.305 0.047 -0.155 -0.051
H 2.249 5.968 4.957 -0.020 -0.157 0.027
C 0.636 -1.663 -4.301 1.035 0.114 -0.520
C 1.958 -1.014 -3.864 0.924 -2.257 0.187
C 3.101 -1.222 -4.849 0.267 -0.311 -0.125
O 1.774 0.296 -3.640 -0.444 4.061 -0.562
H 0.444 -1.227 -5.281 -0.524 0.558 0.127
H -0.121 -1.409 -3.559 -0.297 -0.295 -0.247
H 0.681 -2.715 -4.585 0.106 -0.261 0.805
H 2.375 -1.288 -2.894 -0.217 -1.712 0.236
H 4.014 -0.676 -4.614 -0.133 0.126 0.531
H 2.912 -0.913 -5.877 -0.500 -0.289 -0.102
H 3.356 -2.281 -4.793 0.027 -0.078 -0.375
H 0.982 0.491 -3.133 -0.336 0.046 0.209
C 5.098 -4.352 5.125 -0.190 -1.020 -0.613
C 3.683 -3.960 5.449 -0.168 -0.574 -0.507
C 3.601 -3.048 6.621 -0.892 -0.776 0.564
O 3.054 -3.404 4.298 0.116 0.789 -0.626
H 5.572 -4.882 5.951 0.078 0.253 0.128
H 5.712 -3.530 4.757 -0.060 0.110 0.209
H 4.996 -5.090 4.329 0.431 -0.013 -0.252
H 3.038 -4.836 5.517 0.468 -0.498 1.043
H 3.794 -3.591 7.546 0.685 0.018 -0.032
H 2.537 -2.848 6.749 0.031 1.117 -0.105
H 4.298 -2.224 6.465 -0.445 0.273 0.358
H 2.897 -2.466 4.421 -0.091 0.323 -0.122
C 4.392 -4.306 0.774 -0.061 -1.078 0.149
C 2.929 -3.987 1.073 -0.345 -0.784 -0.130
C 1.956 -4.029 -0.121 0.908 1.153 -0.102
O 2.383 -4.892 2.005 0.262 -0.446 0.607
H 4.514 -5.371 0.572 -0.328 -0.170 -0.656
H 4.997 -4.260 1.679 0.020 0.801 0.126
H 4.821 -3.726 -0.043 -0.014 0.058 0.193
H 2.954 -3.008 1.551 -0.379 0.347 -0.167
H 1.059 -4.647 -0.138 0.450 -0.429 0.810
H 2.560 -4.296 -0.989 -0.375 0.538 -0.468
H 1.575 -3.009 -0.078 -0.095 0.169 -1.188
H 2.708 -4.561 2.845 -0.104 -0.128 0.766
C 0.995 0.654 0.538 0.165 -0.738 0.607
C 0.347 -0.119 -0.596 -1.417 0.019 0.831
C -0.875 -0.979 -0.159 3.004 -0.839 1.124
O -0.206 0.745 -1.525 -0.147 1.759 -1.707
H 0.284 1.198 1.161 -0.499 0.168 -0.308
H 1.755 1.373 0.234 0.090 -0.261 -0.186
H 1.385 -0.080 1.242 0.579 0.060 0.036
H 1.044 -0.702 -1.199 0.311 -0.302 0.562
H -1.688 -0.396 0.275 -0.309 0.054 -0.872
H -0.508 -1.534 0.704 -0.155 -0.529 0.176
H -0.967 -1.710 -0.963 -1.213 0.237 0.114
H -0.995 1.109 -1.118 -0.138 0.265 -0.244
C 4.842 5.699 -0.906 0.428 -1.364 -0.733
C 5.427 7.064 -0.993 0.702 1.752 0.743
C 6.996 7.188 -1.012 -0.335 -0.079 0.109
O 4.817 7.752 -2.103 0.968 -0.039 -0.329
H 3.843 5.735 -1.341 -0.176 -0.204 0.389
H 4.861 5.174 0.050 -0.150 0.480 0.280
H 5.415 5.039 -1.556 -0.024 -0.119 -0.302
H 5.145 7.643 -0.114 -0.176 0.000 0.326
H 7.383 8.069 -1.524 -0.496 -0.094 -0.563
H 7.528 6.300 -1.353 -0.259 -0.046 -0.412
H 7.409 7.365 -0.019 -0.495 -0.238 0.386
H 3.878 7.841 -1.926 -0.018 -0.067 0.093
C 3.159 3.501 -4.450 -0.998 1.017 -0.537
C 2.212 2.968 -5.556 0.881 -0.639 -0.175
C 2.177 3.864 -6.814 0.360 -0.002 0.959
O 2.735 1.690 -5.894 0.286 -0.283 -1.434
H 4.204 3.374 -4.732 -0.107 -0.406 -0.093
H 2.958 3.070 -3.469 0.077 -0.173 -0.118
H 3.028 4.582 -4.391 -0.100 0.221 0.358
H 1.175 2.807 -5.264 -0.092 0.343 0.620
H 3.185 3.969 -7.214 0.008 -0.131 -0.177
H 1.874 4.854 -6.473 -0.107 0.142 -0.107
H 1.471 3.548 -7.581 0.123 -0.242 0.152
H 2.443 0.997 -5.296 -0.331 0.509 0.484
C 1.852 2.040 5.328 1.346 -0.083 0.371
C 2.646 1.093 4.414 -0.734 -1.374 0.123
C 3.811 0.338 5.000 0.794 1.623 1.423
O 1.801 0.012 4.027 -0.652 -0.395 -0.628
H 2.560 2.825 5.593 -0.427 0.660 -0.249
H 1.565 1.645 6.303 0.106 -0.735 -0.101
H 0.922 2.392 4.882 0.375 0.330 -0.354
H 3.052 1.605 3.542 -0.446 0.399 -0.257
H 4.558 1.099 5.225 0.462 -0.008 0.033
H 4.302 -0.389 4.353 -0.484 -0.027 -0.133
H 3.548 -0.056 5.982 -0.108 -0.458 -0.174
H 0.895 0.321 3.947 -0.110 0.017 -0.117
C 7.318 5.066 2.099 -0.560 -0.162 0.052
C 6.065 5.200 3.017 1.465 -1.211 -0.551
C 5.586 3.859 3.555 0.612 -0.329 -0.125
O 6.562 5.911 4.113 -0.187 1.277 0.632
H 7.807 6.018 1.891 -0.391 0.218 0.137
H 7.084 4.615 1.135 -0.081 -0.137 0.021
H 8.086 4.470 2.591 -0.165 -0.217 0.113
H 5.239 5.675 2.487 -0.004 0.453 0.020
H 5.448 3.152 2.737 -0.591 -0.106 0.092
H 4.742 3.971 4.237 -0.480 -0.003 -0.500
H 6.360 3.433 4.195 0.360 0.045 -0.131
H 5.826 6.076 4.707 -0.042 0.105 0.227
C -0.669 -5.814 -5.038 3.152 -0.734 0.051
C -1.047 -7.116 -4.341 0.170 2.840 2.467
C -0.773 -7.032 -2.756 0.718 -1.428 -0.946
O -2.387 -7.185 -4.572 -3.155 -2.135 -0.584
H -0.668 -5.995 -6.113 -0.948 0.607 -0.080
H 0.401 -5.669 -4.892 0.489 0.115 0.198
H -1.062 -4.888 -4.620 -0.812 -0.292 -0.342
H -0.578 -7.986 -4.799 0.061 0.079 0.184
H -1.485 -6.556 -2.083 -0.201 0.929 -0.750
H 0.246 -6.688 -2.575 -0.083 0.340 0.100
H -0.798 -8.023 -2.303 0.145 -0.472 -0.373
H -2.901 -6.446 -4.236 0.517 0.176 0.138
C -4.243 -4.455 -5.981 -0.030 -0.210 0.741
C -4.632 -3.389 -4.961 -0.808 0.122 0.478
C -3.856 -3.472 -3.597 0.704 -0.156 -1.563
O -4.623 -2.129 -5.628 1.113 0.399 0.077
H -4.933 -4.402 -6.823 0.107 -0.155 0.036
H -4.331 -5.406 -5.455 -0.397 -0.262 -0.301
H -3.216 -4.471 -6.345 0.075 0.625 0.069
H -5.703 -3.476 -4.780 -0.141 -0.945 0.480
H -3.619 -4.507 -3.351 -0.505 -0.256 0.096
H -4.270 -2.990 -2.711 -0.243 0.168 -0.366
H -2.859 -3.089 -3.814 0.119 0.462 0.202
H -4.894 -1.462 -4.993 -0.047 0.178 0.087
```
Positions in Å, forces in eV/Å.